No. 1
# C9H14O

A cluster of 2 separate species, C9H14O in total (ωB97M-V/def2-TZVPD, the OMol25 dataset).

2S+1	2
Kohn-Sham gap (spin up / spin down)	0.3611 / 0.2296	hartree
LUMO (spin up / spin down)	-0.151 / -0.285	Eh
total charge	+1
⟨S²⟩	0.769
HOMO (spin up / spin down)	-13.9253 / -13.9949	eV

The geometry in XYZ format:
```
24
Properties=species:S:1:pos:R:3:forces:R:3
H 1.400 -0.233 2.729 -0.9 0.5 -0.5
H 0.953 1.331 3.197 0.6 1.2 0.7
C 1.978 1.157 1.246 1.6 1.0 -0.5
H 0.060 0.750 1.931 -0.6 -0.5 0.1
H 0.314 -2.929 -0.467 -1.4 2.3 0.2
C -1.505 -0.134 0.727 2.7 1.2 -5.3
C -0.658 0.921 -2.892 -0.2 1.0 -1.4
C -1.138 0.706 -0.430 -1.8 -0.6 3.3
O -1.176 -2.373 1.643 1.1 0.1 -1.1
H 1.770 0.689 0.266 -0.3 0.3 0.3
C -0.611 0.189 -1.605 -0.4 0.4 -1.1
H -1.667 1.456 -2.966 1.6 -0.4 0.0
H -2.056 0.289 1.470 -1.4 0.7 2.2
H 1.901 2.290 1.169 1.0 -1.4 -0.3
C 1.063 0.756 2.313 -0.9 -2.5 1.1
H -0.649 -3.227 1.447 -1.1 1.8 0.3
H 2.947 0.671 1.543 -0.2 1.5 -0.6
H -0.596 0.175 -3.736 -0.1 0.9 0.8
C -0.215 -1.865 -0.463 1.3 -1.7 -2.8
H 0.215 -1.477 -2.591 0.4 -0.6 -0.4
C -0.967 -1.450 0.690 0.1 -1.4 0.1
H -1.388 1.787 -0.475 -0.1 -0.9 0.5
C -0.194 -1.123 -1.677 0.5 -2.1 3.9
H 0.221 1.646 -3.069 -1.4 -0.8 0.5
```
Positions in Å, forces in eV/Å.

These are the natural (NBO) partial charges, in e, on atoms 1 to 6: atom 1 (H): 0.201, atom 2 (H): 0.231, atom 3 (C): -0.619, atom 4 (H): 0.181, atom 5 (H): 0.251, atom 6 (C): -0.172

***

No. 2
# C9H14O2S

An isolated molecule of C9H14O2S (ωB97M-V/def2-TZVPD, the OMol25 dataset).

structure (SMILES)	CC1=C(C)C(C)=C(C)O[S@H](=O)=C1
Kohn-Sham gap	0.3047	hartree
LUMO	0.016	Eh
total charge	0
HOMO	-7.8567	eV

The geometry in XYZ format:
```
26
Properties=species:S:1:pos:R:3:forces:R:3
H 0.577 -2.655 -2.341 0.0 0.0 -0.5
S 0.166 -1.507 1.941 -1.1 2.7 -0.1
H -0.881 -0.785 -2.876 0.7 0.8 0.7
H 0.397 2.547 1.654 -1.2 0.0 0.6
O -0.204 -2.795 2.439 0.3 -0.2 0.2
C -0.002 0.931 -0.110 1.1 1.3 -1.1
H -1.297 2.819 2.191 0.0 -1.1 -0.8
C -1.161 -0.445 1.446 3.5 -1.6 0.3
C -0.592 0.864 1.093 -0.7 -1.0 -1.7
H 0.930 3.048 -0.014 -0.7 -1.8 -1.7
C 0.465 -2.701 -1.278 -1.9 -1.9 1.7
C 0.569 -1.421 -0.576 -0.6 1.3 -1.9
H 1.237 -0.906 2.788 -1.2 -1.0 -1.1
H -0.207 1.639 3.096 -1.1 0.8 -2.6
H -0.610 -3.104 -0.966 2.0 0.5 -1.0
C -0.494 0.140 -2.326 -0.3 -1.5 -4.2
H 1.547 1.808 -1.196 0.9 0.1 -0.5
H 1.162 -3.420 -0.808 -0.2 0.3 -0.6
H -1.848 -0.521 2.221 -1.4 -0.1 1.4
C 0.122 -0.233 -1.014 -0.9 1.0 1.1
H -1.439 0.772 -2.403 1.5 -0.4 1.0
O 1.152 -1.540 0.662 0.0 0.2 1.5
C 0.642 2.190 -0.780 -1.1 1.9 0.9
H 0.048 2.690 -1.683 1.0 -1.2 2.2
H 0.268 0.566 -3.127 -1.4 -0.6 1.8
C -0.548 2.019 1.965 2.7 1.5 4.5
```
Positions in Å, forces in eV/Å.

These are the natural (NBO) partial charges, in e, on atoms 1 to 6: atom 1 (H): 0.232, atom 2 (S): 1.835, atom 3 (H): 0.223, atom 4 (H): 0.220, atom 5 (O): -0.895, atom 6 (C): 0.013

***

No. 3
# C9H14O2SSi

An isolated molecule of C9H14O2SSi (ωB97M-V/def2-TZVPD, the OMol25 dataset).

Kohn-Sham gap	0.2933	hartree
LUMO	-0.041	Eh
total charge	0
HOMO	-9.1109	eV

The geometry in XYZ format:
```
27
Properties=species:S:1:pos:R:3:forces:R:3
H 5.015 -0.929 0.239 -0.1 -0.7 -0.3
C -2.537 0.585 0.031 0.7 0.5 1.9
H -2.504 0.089 -2.003 1.3 -1.1 1.6
O 1.599 -1.373 0.165 0.2 -0.6 0.1
O 0.096 -3.802 -0.349 0.1 -0.8 -0.6
H 1.214 1.207 0.575 -0.2 0.4 -0.2
S 0.284 -2.925 0.766 1.7 3.3 -0.6
H -3.871 1.702 -1.158 -0.8 0.1 -1.6
H -1.147 -1.002 2.732 -0.5 -0.6 -1.7
H 0.833 1.559 -1.109 -1.4 -0.4 -1.2
H -1.104 -2.048 -1.597 0.0 0.9 1.4
H 4.424 0.273 1.167 -0.4 1.2 3.0
H 5.084 0.650 -0.318 0.5 1.2 -1.0
C -2.073 -0.229 -0.965 -1.6 0.7 -2.7
C 4.448 -0.011 0.192 -1.6 -1.8 -1.9
H -4.145 1.796 0.566 0.2 0.5 -0.4
Si 2.670 -0.203 -0.579 -1.6 -1.3 0.9
C -1.477 -0.917 1.638 1.4 1.6 1.7
H 2.195 2.208 -0.453 1.5 2.0 0.2
H -2.767 0.753 2.126 0.6 0.4 0.5
H -2.772 2.679 -0.198 0.1 0.5 0.0
C 1.609 1.361 -0.442 0.7 -2.1 1.9
C -0.957 -1.671 0.588 -0.5 0.2 -0.3
H 2.788 -0.459 -2.019 0.3 -0.4 -0.3
C -3.387 1.798 -0.239 0.3 -1.1 2.1
C -1.346 -1.367 -0.722 0.4 -1.2 -1.3
C -2.171 0.276 1.364 -1.4 -1.5 -1.2
```
Positions in Å, forces in eV/Å.

These are the natural (NBO) partial charges, in e, on atoms 1 to 6: atom 1 (H): 0.238, atom 2 (C): 0.034, atom 3 (H): 0.214, atom 4 (O): -1.234, atom 5 (O): -0.826, atom 6 (H): 0.233